(1)
The following is a quantum chemistry calculation of a structure of composition C10H11F5OReS4SbSi, from the OMol25 dataset.

Calculated values
charge	+2

Last column: Mulliken charge in e.
Element x y z (Å)
1 Re 1.11022 1.06891 1.06382  0.8175
2 S 4.02977 4.02582 3.08029  -0.2358
3 Sb 2.76001 4.54185 1.43308  1.1688
4 S 0.61443 2.88953 2.02815  -0.2484
5 S 2.36545 1.45579 -0.52899  -0.1657
6 S 2.12031 5.48193 -0.38502  -0.2326
7 F -0.25012 -5.49624 3.88051  -0.2532
8 C -0.03302 -4.34027 3.29827  0.6160
9 C -0.53639 -4.09925 2.02745  -0.0426
10 F -1.24664 -5.00718 1.38763  -0.3022
11 C -0.26906 -2.88052 1.44369  0.5501
12 F -0.82008 -2.66926 0.17027  -0.2037
13 C 0.43035 -1.87051 2.06829  -0.0952
14 O 0.63755 -0.65026 1.50162  -0.3370
15 C 0.91615 -2.12562 3.33980  0.6799
16 F 1.59102 -1.18345 3.97717  -0.2637
17 C 0.69564 -3.35312 3.94863  0.1105
18 F 1.17161 -3.57460 5.15106  -0.2314
19 C -1.42872 -4.98771 -2.29831  -0.9739
20 Si 0.28819 -4.38554 -2.03821  0.0667
21 C 1.17901 -3.86550 -3.57003  -1.0530
22 C 1.29858 -5.42526 -0.89668  -0.8783
23 C 0.15883 -2.64125 -1.23050  -0.2284
24 H -1.40163 -6.03006 -2.62540  0.3668
25 H -1.94175 -4.41558 -3.07366  0.3520
26 H -2.02636 -4.95202 -1.38579  0.3577
27 H 1.35493 -4.75896 -4.17609  0.3445
28 H 2.15260 -3.41582 -3.36591  0.3559
29 H 0.58905 -3.17366 -4.17404  0.3639
30 H 1.47206 -6.40582 -1.34741  0.3759
31 H 0.79258 -5.60690 0.05278  0.2455
32 H 2.27804 -4.98293 -0.70065  0.3460
33 H -0.42694 -1.88984 -1.75737  0.3283
34 H 1.06801 -2.20770 -0.81576  0.2989

Cartesian forces, eV/Å:
Re 0.320 0.519 -0.465
S 0.134 0.010 0.175
Sb -0.029 -0.031 -0.045
S 0.003 -0.409 0.020
S -0.409 -0.215 0.545
S -0.037 0.114 -0.159
F -0.002 0.011 -0.006
C -0.053 -0.095 0.027
C 0.097 -0.018 0.118
F 0.005 -0.008 -0.022
C -0.261 -0.165 -0.380
F 0.035 0.214 0.184
C 0.143 0.659 0.002
O -0.037 -0.407 -0.066
C 0.059 -0.068 0.203
F -0.019 0.022 -0.051
C 0.042 0.009 0.071
F -0.014 -0.005 -0.021
C -0.197 -0.071 -0.114
Si -0.169 -0.271 0.301
C 0.127 0.225 -0.186
C 0.143 -0.098 0.097
C 0.355 0.174 -0.585
H -0.019 0.016 -0.002
H -0.030 -0.009 0.031
H 0.004 -0.022 -0.003
H -0.005 0.002 0.018
H -0.001 -0.026 -0.036
H 0.032 -0.027 -0.031
H 0.000 0.025 -0.006
H 0.031 -0.022 -0.015
H -0.013 -0.024 0.022
H -0.126 -0.013 0.153
H -0.108 0.006 0.226

---

(2)
The following is a quantum chemistry calculation of a structure of composition C22H22N6O2Sn, from the OMol25 dataset.

Calculated values
energy relative to the best compared isomer or geometry (same formula, charge and spin)	42.2	kJ/mol
charge	+2

Last column: Mulliken charge in e.
Element x y z (Å)
1 Sn -0.29494 0.33111 -0.14692  1.0704
2 C -1.27407 -1.60074 3.85797  -0.5693
3 C -1.25247 -0.68077 2.82024  -0.2281
4 N -1.13728 -1.08777 1.55856  -0.0578
5 C -1.03650 -2.39676 1.30753  0.1437
6 C -0.98546 -3.29425 2.36695  -0.2117
7 N -1.10805 -2.89779 3.62805  -0.5276
8 C -1.03291 -2.79462 -0.12213  0.2171
9 C -1.28258 -4.08802 -0.52474  -0.3413
10 C -1.37229 -4.37907 -1.88683  0.5169
11 C -1.26116 -3.31582 -2.77975  -0.6122
12 C -1.02081 -2.03743 -2.31229  0.2594
13 N -0.86438 -1.79188 -0.99872  -0.1260
14 C -1.01354 -0.85509 -3.21252  0.3146
15 C -1.00900 -0.93081 -4.59940  -0.1418
16 N -1.10365 0.15501 -5.35809  -0.5186
17 C -1.17772 1.33010 -4.74776  -0.3497
18 C -1.11830 1.42547 -3.36243  -0.1496
19 N -1.04980 0.33444 -2.60888  -0.3677
20 C -1.61899 -5.75525 -2.36129  0.3718
21 C -0.99592 -6.22397 -3.51178  -0.5588
22 C -1.24222 -7.52956 -3.91215  -0.4154
23 N -2.05910 -8.35132 -3.25735  -0.5352
24 C -2.66104 -7.89129 -2.16318  -0.4607
25 C -2.46768 -6.60988 -1.66926  -0.4996
26 H -1.41018 -1.28685 4.88525  0.4369
27 H -1.32781 0.38414 2.99508  0.5994
28 H -0.83286 -4.35377 2.20351  0.4423
29 H -1.42124 -4.87612 0.20152  0.4543
30 H -1.41805 -3.49197 -3.83418  0.6419
31 H -0.92163 -1.87661 -5.11926  0.3885
32 H -1.27571 2.21217 -5.36837  0.4080
33 H -1.12128 2.38527 -2.86001  0.4159
34 H -0.30434 -5.60548 -4.07138  0.4807
35 H -0.75953 -7.93275 -4.79473  0.3796
36 H -3.32748 -8.57847 -1.65524  0.3789
37 H -3.00266 -6.28261 -0.78600  0.4727
38 C 2.55307 -1.15654 1.23268  -0.7962
39 O 1.61082 -0.08509 1.41885  -0.0849
40 C 2.21793 1.08682 1.99612  -0.6542
41 C 1.16073 1.93688 2.64384  -0.5389
42 O 0.14363 2.20215 1.68081  -0.2449
43 C -0.77247 3.22639 2.09725  -0.8196
44 H 2.98752 -1.43921 2.19113  0.3102
45 H 3.34653 -0.86104 0.54515  0.3449
46 H 2.00996 -2.00602 0.82195  0.2363
47 H 2.75995 1.63582 1.22325  0.3539
48 H 2.92838 0.77943 2.76659  0.4055
49 H 1.61569 2.87100 2.98150  0.5110
50 H 0.73277 1.42804 3.51330  0.3265
51 H -0.23555 4.15474 2.28873  0.3064
52 H -1.30846 2.92571 3.00035  0.3556
53 H -1.48060 3.38442 1.28738  0.2669

Cartesian forces, eV/Å:
Sn -0.090 0.075 -0.028
C 0.022 -0.112 -0.022
C -0.037 0.017 -0.007
N 0.054 0.212 0.028
C 0.000 -0.065 -0.095
C -0.039 -0.017 0.182
N 0.004 0.008 -0.072
C -0.002 -0.014 0.099
C 0.006 -0.070 0.030
C -0.016 -0.076 -0.024
C 0.002 -0.040 -0.046
C 0.043 0.054 -0.078
N 0.046 0.108 0.036
C 0.027 -0.069 0.046
C -0.007 0.003 -0.063
N 0.004 0.013 0.041
C 0.032 -0.095 -0.097
C 0.044 -0.033 0.065
N -0.070 0.100 -0.073
C 0.049 0.109 0.011
C 0.026 0.014 -0.048
C -0.063 -0.068 0.059
N 0.018 0.114 0.025
C 0.049 -0.067 -0.071
C -0.043 0.017 0.055
H 0.009 0.004 -0.010
H -0.019 -0.003 -0.005
H -0.015 0.014 0.014
H 0.008 0.009 -0.017
H 0.005 0.007 0.021
H -0.013 0.026 -0.016
H 0.011 -0.013 0.011
H -0.046 0.003 -0.007
H -0.017 -0.040 0.002
H -0.011 0.004 0.013
H 0.003 0.005 -0.017
H 0.000 -0.039 -0.018
C 0.022 0.002 -0.040
O 0.005 -0.138 0.023
C 0.114 0.033 0.066
C -0.087 -0.008 -0.118
O -0.080 0.041 0.184
C 0.061 -0.038 0.014
H -0.020 0.009 0.018
H 0.000 0.018 -0.008
H -0.020 0.005 -0.014
H -0.028 0.012 -0.044
H 0.036 -0.053 -0.047
H 0.015 0.020 0.010
H -0.014 0.010 0.031
H 0.018 0.019 0.001
H 0.004 0.003 0.016
H -0.001 -0.026 -0.012

---

(3)
The following is a quantum chemistry calculation of a structure of composition C8H24FO4S4Sn in a non-equilibrium geometry, from the OMol25 dataset.

Calculated values
energy relative to the best compared isomer or geometry (same formula, charge and spin)	0.0	kJ/mol
charge	+1

Last column: Mulliken charge in e.
Element x y z (Å)
1 Sn 20.19422 -15.34107 -25.35759  1.5268
2 F 19.18981 -17.90617 -26.11924  -0.7433
3 C 23.49206 -17.16551 -27.73428  -0.7949
4 S 22.92542 -15.57572 -28.51911  0.4122
5 O 21.54283 -15.26997 -27.94118  -0.4602
6 C 23.98041 -14.39834 -27.56991  -0.8742
7 H 23.19645 -18.00269 -28.35999  0.3014
8 H 23.10817 -17.24456 -26.71716  0.2221
9 H 24.57232 -17.12372 -27.58877  0.3656
10 H 23.68899 -13.40186 -27.89324  0.3109
11 H 25.04511 -14.57610 -27.71860  0.3952
12 H 23.78863 -14.53473 -26.50556  0.2290
13 C 20.31717 -13.79412 -21.01667  -0.8696
14 S 20.07548 -12.53301 -22.28542  0.3958
15 O 20.05117 -13.20890 -23.64792  -0.5918
16 C 18.34855 -12.10842 -21.91470  -0.7214
17 H 21.38906 -13.89810 -20.85443  0.3287
18 H 19.89117 -14.76786 -21.25064  0.2646
19 H 19.89219 -13.32295 -20.13052  0.3724
20 H 17.76921 -12.98369 -22.21587  -0.0123
21 H 17.86209 -11.24490 -22.36621  0.3637
22 H 18.12849 -11.95140 -20.85683  0.4168
23 C 15.93000 -14.21043 -28.14627  -0.6139
24 S 17.71206 -14.25049 -28.59600  0.3987
25 O 18.49414 -14.05989 -27.29733  -0.5301
26 C 17.93957 -15.99615 -29.00094  -0.6062
27 H 15.83621 -15.02677 -27.42284  -0.0610
28 H 15.36633 -14.48360 -29.03480  0.4048
29 H 15.67214 -13.36472 -27.51387  0.3473
30 H 18.96752 -16.20473 -29.29107  0.2506
31 H 17.23375 -16.34124 -29.75593  0.3836
32 H 17.77957 -16.57617 -28.08837  0.0763
33 C 15.95876 -15.58287 -22.60914  -0.9439
34 S 16.06951 -15.22842 -24.39866  0.3920
35 O 17.46878 -14.65758 -24.59100  -0.4177
36 C 16.22210 -16.97724 -24.92786  -0.8039
37 H 16.75453 -16.27946 -22.35204  0.2654
38 H 15.00771 -16.09037 -22.44486  0.4352
39 H 16.00525 -14.62449 -22.09872  0.3190
40 H 16.50261 -17.04832 -25.97851  0.0723
41 H 15.23924 -17.41734 -24.75623  0.4486
42 H 17.01511 -17.53746 -24.43182  0.3453

Cartesian forces, eV/Å:
Sn -2.441 -0.713 -1.762
F 0.681 2.291 0.722
C 0.266 0.959 0.111
S -0.135 0.018 1.714
O 0.315 -0.371 0.169
C -0.010 -0.711 -0.182
H -0.061 0.065 0.064
H -0.516 0.070 -0.182
H 0.084 -0.035 -0.522
H 0.028 -0.046 -0.015
H -0.053 0.030 -0.348
H -0.278 -0.015 -0.038
C 0.101 0.524 0.072
S -0.259 0.334 -0.652
O 0.209 -0.381 0.310
C -1.081 -0.775 0.450
H 0.007 0.025 -0.147
H -0.330 0.192 -0.078
H -0.029 -0.396 0.183
H 0.056 -0.052 -0.134
H 0.921 0.109 -0.700
H 0.677 -0.192 0.190
C 1.137 -1.770 0.947
S 0.637 0.349 0.542
O 0.089 -0.402 -0.052
C -0.583 -0.371 0.581
H -0.100 -0.303 -0.207
H -0.286 0.620 0.053
H 0.083 0.619 -0.897
H 0.013 0.492 -0.181
H 0.065 0.213 -0.148
H -0.056 0.071 0.122
C -0.331 -0.251 -0.862
S 1.773 -1.186 0.154
O -0.063 -0.126 0.161
C -0.402 0.244 -0.059
H 0.184 0.271 0.070
H -0.097 0.207 0.149
H 0.001 -0.131 0.133
H -0.254 0.380 -0.074
H 0.057 -0.202 -0.083
H -0.021 0.345 0.425

---

(4)
The following is a quantum chemistry calculation of a structure of composition C26H25B2F2HfN2O4 in a non-equilibrium geometry, from the OMol25 dataset.

Calculated values
energy relative to the best compared isomer or geometry (same formula, charge and spin)	209.8	kJ/mol
charge	-1

Last column: Mulliken charge in e.
Element x y z (Å)
1 Hf -0.17336 0.67451 -1.16323  -0.0197
2 C 2.68384 -1.71219 0.58887  -1.4356
3 C 1.91274 -1.21379 1.81457  0.3287
4 C 0.41094 -1.45469 1.68157  -2.1040
5 C 2.27414 0.23141 2.07547  0.3912
6 C 2.88814 0.52271 3.27397  -0.5938
7 C 3.40274 1.77801 3.55357  -1.2314
8 C 3.38894 2.72001 2.53787  -0.6881
9 C 2.79154 2.48171 1.31887  -0.0557
10 C 3.00554 3.50281 0.22407  0.3709
11 C 1.71704 4.13641 -0.29363  -1.2121
12 C 3.77424 2.85021 -0.92633  -1.4899
13 C 2.06994 1.25401 1.07837  0.8794
14 N 1.33944 1.07441 -0.00403  0.8667
15 H 2.44404 -2.75059 0.36037  0.3477
16 H 3.75274 -1.63999 0.78217  0.4460
17 H 2.44984 -1.08639 -0.27373  0.0719
18 H 2.25734 -1.79749 2.67977  0.5784
19 H 0.00034 -0.83899 0.87377  0.6397
20 H -0.09686 -1.17639 2.60177  0.4632
21 H 0.21544 -2.50789 1.47847  0.4559
22 H 2.98804 -0.26049 4.01597  0.3287
23 H 3.86264 1.99051 4.50837  0.3222
24 H 3.89824 3.66511 2.69877  0.3241
25 H 3.63424 4.30511 0.63667  0.5164
26 H 1.16064 3.38861 -0.85673  -0.1805
27 H 1.93814 4.98041 -0.94713  0.5433
28 H 1.09834 4.48641 0.52827  0.3264
29 H 3.18524 2.02851 -1.33203  0.1062
30 H 4.72114 2.45661 -0.56383  0.3654
31 H 3.97254 3.57561 -1.71183  0.4381
32 F -1.62826 3.27191 -3.00283  -0.3022
33 B -0.71756 2.56861 -2.30023  -0.1555
34 F -1.15716 2.76781 -0.92043  -0.2729
35 O -0.61786 -1.84359 -1.43553  0.0735
36 B 0.48414 -1.27349 -2.15853  0.1731
37 O 1.30964 -2.36599 -2.50613  -0.6243
38 C 0.76724 -3.49869 -2.00933  0.9440
39 C 1.23944 -4.79609 -2.03943  -0.9919
40 C 0.46074 -5.76699 -1.42593  -0.4389
41 C -0.74086 -5.45239 -0.80513  -0.6778
42 C -1.21126 -4.14719 -0.75573  -0.6588
43 C -0.43506 -3.18019 -1.35973  0.1512
44 H 2.17964 -5.04199 -2.50423  0.4443
45 H 0.80414 -6.79369 -1.43243  0.3745
46 H -1.32076 -6.23719 -0.34153  0.3819
47 H -2.13556 -3.88839 -0.26403  0.4900
48 O -1.95376 0.52551 -2.22613  -0.8996
49 C -2.64976 0.50371 -1.16303  1.2948
50 N -2.04776 0.32851 0.03417  0.1613
51 C -3.01706 0.29801 1.02677  -0.0974
52 O -2.81306 0.10301 2.21487  -0.6712
53 C -4.33136 0.52131 0.37337  -0.0033
54 C -5.61716 0.62401 0.86767  -0.5005
55 C -6.64426 0.88031 -0.02963  -0.3936
56 C -6.39446 1.00131 -1.39773  -0.6109
57 C -5.11376 0.88171 -1.90513  -0.3665
58 C -4.08236 0.64931 -1.00863  0.2678
59 H -5.80716 0.51271 1.92627  0.4740
60 H -7.65466 0.99821 0.33567  0.3920
61 H -7.21936 1.20531 -2.06643  0.4059
62 H -4.90286 0.98021 -2.96013  0.5376

Cartesian forces, eV/Å:
Hf 4.617 0.827 2.420
C -0.043 0.063 0.089
C -0.115 -0.063 -0.210
C 0.155 0.145 -0.051
C -0.312 0.053 -0.491
C 0.150 0.273 0.293
C 0.066 -0.047 0.025
C 0.168 0.035 0.359
C -0.341 -0.251 -0.198
C -0.132 -0.033 -0.172
C 0.061 -0.106 -0.075
C -0.045 0.067 0.104
C 1.733 0.636 1.787
N -1.954 -0.988 -1.660
H -0.062 -0.139 -0.052
H 0.142 -0.022 -0.041
H 0.063 -0.121 0.020
H -0.019 0.101 -0.056
H 0.050 -0.404 0.464
H -0.164 0.070 0.049
H -0.101 -0.099 -0.086
H -0.034 -0.123 0.031
H 0.050 0.025 0.065
H -0.033 0.083 -0.058
H -0.066 -0.135 0.051
H 0.084 0.256 0.131
H 0.044 0.125 -0.097
H -0.151 0.058 0.100
H 0.039 0.004 -0.072
H 0.153 -0.065 -0.015
H 0.048 0.096 -0.212
F 0.941 -0.106 -0.411
B -1.520 1.783 -0.152
F 0.139 0.149 -0.246
O -0.412 0.279 -0.104
B 0.771 -1.540 -0.456
O 0.346 0.533 -0.440
C -0.816 -0.146 0.498
C 0.040 0.384 -0.127
C -0.097 -0.220 0.080
C 0.012 -0.217 0.014
C 0.053 0.419 -0.112
C 0.664 -0.886 -0.046
H 0.130 0.014 -0.111
H -0.019 -0.009 0.020
H -0.027 -0.066 0.038
H -0.093 0.023 0.091
O -3.278 -0.360 -0.257
C 0.521 -0.553 -0.035
N -0.275 -0.024 -0.769
C 0.898 -0.269 1.702
O -0.402 0.252 -1.242
C -0.623 0.172 -1.316
C 0.406 -0.070 0.216
C -0.004 0.031 -0.358
C -0.373 0.053 0.326
C 0.719 -0.072 0.017
C -1.635 0.118 0.796
H 0.007 0.036 0.046
H -0.065 -0.037 0.006
H -0.028 -0.008 -0.035
H -0.032 0.016 -0.075

---

How do the records compare in HOMO? In the order shown, they have -15.764 -14.349 -11.605 -3.540 eV.
How do the records compare in LUMO level? In the order shown, they have -8.73 -7.53 -3.96 1.46 eV.
How do the records compare in DFT total energy? In the order shown, they have -3162.23891 -1544.32208 -2526.69365 -1713.94744 a.u..